ORCA calculation (ωB97M-V/def2-TZVPD) on the molecule C20H30N4O4.

For the energy relative to the best compared isomer or geometry (same formula, charge and spin), the calculation gives 64.80 kcal/mol. Its total energy is -35376.570 eV. The calculation puts the frontier orbital gap at 8.07 eV. Its net charge is 0. As for the spin multiplicity: 1. As for the SMILES: COc1ccc(N)c(C(=O)NCCC2(O)CN(C(=O)C3(N(C)C)CCC3)C2)c1.

Cartesian coordinates (Å):
1 C -1.519 -6.043 -4.352
2 O -1.628 -4.903 -3.527
3 C -0.482 -4.191 -3.297
4 C 0.769 -4.513 -3.806
5 C 1.858 -3.704 -3.522
6 C 1.747 -2.561 -2.733
7 N 2.867 -1.799 -2.431
8 C 0.481 -2.257 -2.201
9 C 0.305 -1.045 -1.341
10 O 0.957 -0.021 -1.507
11 N -0.631 -1.151 -0.365
12 C -0.931 -0.069 0.553
13 C -1.153 -0.607 1.959
14 C -1.624 0.461 2.923
15 O -0.654 1.479 2.934
16 C -3.100 0.902 2.705
17 N -3.441 0.133 3.900
18 C -4.564 -0.199 4.569
19 O -4.508 -0.806 5.626
20 C -5.880 0.186 3.881
21 N -5.838 1.606 3.565
22 C -5.801 2.399 4.785
23 C -6.889 2.081 2.684
24 C -6.139 -0.845 2.747
25 C -6.942 -1.685 3.764
26 C -7.079 -0.428 4.649
27 C -2.062 -0.110 4.298
28 C -0.610 -3.066 -2.499
29 H -2.517 -6.466 -4.422
30 H -1.169 -5.780 -5.355
31 H -0.843 -6.787 -3.920
32 H 0.912 -5.382 -4.432
33 H 2.828 -3.966 -3.928
34 H 2.656 -0.837 -2.204
35 H 3.636 -1.913 -3.069
36 H -1.068 -2.044 -0.222
37 H -0.094 0.623 0.534
38 H -1.814 0.484 0.214
39 H -1.907 -1.402 1.948
40 H -0.224 -1.042 2.337
41 H -0.930 2.174 3.541
42 H -3.261 1.976 2.820
43 H -3.586 0.568 1.787
44 H -5.634 3.448 4.534
45 H -6.734 2.330 5.364
46 H -4.985 2.068 5.429
47 H -6.749 3.151 2.529
48 H -6.828 1.601 1.709
49 H -7.902 1.933 3.087
50 H -6.791 -0.440 1.975
51 H -5.264 -1.292 2.273
52 H -7.858 -2.148 3.402
53 H -6.323 -2.437 4.249
54 H -6.958 -0.552 5.722
55 H -7.997 0.118 4.430
56 H -1.820 -1.155 4.498
57 H -1.746 0.502 5.148
58 H -1.600 -2.811 -2.142

Results of the natural (NBO) charge analysis, in e, for atoms 1 through 5: atom 1 (C): -0.251, atom 2 (O): -0.498, atom 3 (C): 0.256, atom 4 (C): -0.257, atom 5 (C): -0.250